{
  "formula": "C6H10",
  "method": "ωB97M-V/def2-TZVPD",
  "species": ["C", "C", "C", "C", "C", "C", "H", "H", "H", "H", "H", "H", "H", "H", "H", "H"],
  "coordinates": [[-1.538979, 0.249931, -1.430850], [1.891459, -0.776681, -0.517849], [-0.507253, 0.358201, 0.917613], [0.774901, -0.033713, 1.607377], [1.762912, -0.605868, 0.908889], [-0.323315, 0.581033, -0.578683], [0.851376, 0.081969, 2.684791], [-1.833476, -0.798300, -1.307605], [0.564945, -0.015223, -0.979809], [1.598261, -1.812290, -0.786993], [-1.266175, -0.421365, 1.089865], [-0.914112, 1.275810, 1.361283], [2.651376, -0.986406, 1.425206], [-1.347986, 0.429957, -2.493391], [-2.391620, 0.871360, -1.131829], [0.027689, 1.601586, -0.768014]],
  "atomic_forces_ev_per_a": [[-0.03, -0.04, -0.05], [-0.14, 0.01, 0.24], [-0.04, 0.00, -0.08], [0.12, -0.05, -0.01], [-0.17, 0.11, -0.08], [-0.05, 0.08, 0.16], [0.01, -0.04, -0.16], [0.05, 0.16, -0.01], [0.06, -0.10, -0.01], [0.01, 0.12, 0.00], [0.10, 0.09, -0.04], [0.07, -0.12, -0.05], [-0.07, 0.02, -0.04], [-0.03, -0.02, 0.16], [0.12, -0.08, -0.03], [-0.01, -0.15, 0.01]],
  "e_tot_ev": -6379.63843,
  "mol_weight_g_mol": 82.15,
  "lumo_energy_ev": -0.06,
  "gap_ha": 0.2851,
  "charge": 0,
  "de_lowest_kj_mol": 407.3
}